# 1
C17H16F9NO4PPdSTe | ωB97M-V/def2-TZVPD

```
51
C17H16F9NO4PPdSTe, DFT ωB97M-V/def2-TZVPD
Pd 0.09 0.79 0.20
S 4.08 0.98 2.15
C 4.02 1.92 0.71
C 2.79 1.94 0.15
C 1.86 1.13 0.88
C 2.40 0.54 1.98
C 1.67 -0.34 2.88
C 2.18 -0.72 4.12
C 1.43 -1.53 4.95
C 0.17 -1.94 4.53
C -0.25 -1.52 3.27
N 0.46 -0.76 2.46
H 4.91 2.42 0.37
H 2.51 2.49 -0.74
H 3.16 -0.37 4.44
H 1.81 -1.83 5.92
H -0.46 -2.57 5.14
H -1.22 -1.83 2.89
F 2.04 -2.59 -2.79
C 1.21 -1.61 -2.40
F 0.61 -1.13 -3.50
F 1.97 -0.62 -1.91
C 0.14 -2.07 -1.34
O -0.43 -1.02 -0.75
C 0.85 -2.99 -0.30
F 1.19 -4.21 -0.78
F 0.06 -3.21 0.76
F 1.97 -2.42 0.16
C -0.95 -2.91 -2.08
F -1.69 -3.62 -1.21
F -1.79 -2.13 -2.76
F -0.44 -3.80 -2.96
C -3.64 0.23 -0.94
C -3.24 1.67 -0.73
O -1.98 1.87 -1.38
P -1.08 3.19 -1.17
O 0.03 3.21 -2.11
Te -0.51 3.17 1.20
O -2.11 4.40 -1.47
C -2.95 5.03 -0.51
C -2.43 6.41 -0.18
H -4.54 0.00 -0.36
H -2.83 -0.43 -0.62
H -3.84 0.03 -1.99
H -3.13 1.90 0.33
H -3.97 2.36 -1.16
H -3.02 4.42 0.40
H -3.95 5.09 -0.95
H -1.42 6.34 0.24
H -3.07 6.90 0.56
H -2.39 7.03 -1.07
```

Output
HOMO level = -4.9648 eV
gap between HOMO and LUMO = 7.338 eV
net charge = -1

These are the Mulliken partial charges, in e, on atoms 1 to 4:
1 Pd -0.27
2 S -0.30
3 C -0.39
4 C -0.86


# 2
C17H16I2N2O6Zn | ωB97M-V/def2-TZVPD

```
44
C17H16I2N2O6Zn, DFT ωB97M-V/def2-TZVPD
Zn 0.29 -0.45 0.29
O -0.35 3.39 -0.86
C -1.26 2.59 -0.31
O -1.60 1.53 -0.78
C -1.83 3.23 0.94
O -2.81 2.46 1.57
C -2.33 1.56 2.57
C -1.50 0.44 1.94
O -2.00 -0.64 1.65
O -0.27 0.77 1.69
H 0.05 2.94 -1.62
H -2.29 4.17 0.63
H -0.99 3.46 1.61
H -3.21 1.14 3.04
H -1.72 2.10 3.30
I -0.01 2.46 -6.37
C 0.59 1.66 -4.54
C 1.53 2.32 -3.77
C 1.92 1.78 -2.55
I 3.36 2.76 -1.40
C 1.36 0.59 -2.04
O 1.71 0.12 -0.87
C 0.42 -0.07 -2.87
C -0.14 -1.39 -2.41
N -0.96 -1.24 -1.19
C -1.47 -2.51 -0.68
C -0.43 -3.23 0.16
C -0.50 -4.60 0.36
C 0.43 -5.21 1.19
C 1.41 -4.43 1.79
C 1.42 -3.07 1.53
N 0.52 -2.49 0.74
C 0.04 0.46 -4.09
H 1.98 3.24 -4.12
H 0.68 -2.07 -2.17
H -0.73 -1.85 -3.22
H -1.70 -0.56 -1.32
H -1.81 -3.17 -1.48
H -2.31 -2.28 -0.02
H -1.27 -5.18 -0.13
H 0.40 -6.27 1.36
H 2.16 -4.86 2.44
H 2.16 -2.42 1.97
H -0.68 -0.06 -4.70
```

Output
HOMO level = -7.7589 eV
gap between HOMO and LUMO = 7.709 eV
net charge = 0

These are the Mulliken partial charges, in e, on atoms 1 to 4:
1 Zn 0.68
2 O -0.55
3 C 0.77
4 O -0.64


# 3
C17H16MoN5O5 | ωB97M-V/def2-TZVPD

```
44
C17H16MoN5O5, DFT ωB97M-V/def2-TZVPD
Mo -0.06 0.97 -0.28
O 1.68 -4.26 -0.24
C 0.36 -4.33 -0.06
C -0.22 -5.60 -0.12
C -1.58 -5.75 0.06
C -2.40 -4.65 0.32
C -1.84 -3.40 0.39
C -0.46 -3.21 0.19
C 0.07 -1.86 0.25
O -0.76 -0.85 0.42
N 1.38 -1.65 0.14
N 1.59 -0.31 0.28
C 2.64 0.22 0.78
C 2.45 1.59 1.25
C 3.47 2.35 1.77
C 3.17 3.58 2.34
C 1.85 4.00 2.40
C 0.88 3.18 1.84
N 1.16 2.01 1.27
H 1.98 -3.34 -0.13
H 0.42 -6.44 -0.32
H -2.01 -6.74 0.01
H -3.46 -4.79 0.48
H -2.46 -2.54 0.60
H 3.54 -0.34 0.99
H 4.49 1.99 1.74
H 3.96 4.20 2.75
H 1.57 4.93 2.86
H -0.16 3.47 1.87
N -0.93 0.05 -2.09
C -2.40 0.20 -1.93
C -2.67 1.62 -1.46
O -3.62 2.26 -1.80
N -1.61 2.11 -0.67
C -1.29 3.52 -0.82
C 0.15 3.60 -1.41
O 0.64 4.61 -1.80
O 0.76 2.40 -1.39
H -0.61 0.54 -2.92
H -0.69 -0.94 -2.20
H -2.74 -0.51 -1.18
H -2.94 0.02 -2.86
H -1.28 4.06 0.12
H -2.00 4.02 -1.47
```

Output
multiplicity = 3
<S²> = 2.04
HOMO level (alpha / beta) = -11.3281 / -11.3236 eV
gap between HOMO and LUMO (alpha / beta) = 5.665 / 6.140 eV
net charge = +1

These are the Mulliken partial charges, in e, on atoms 1 to 4:
1 Mo 0.89
2 O -0.63
3 C 0.40
4 C -0.68


# 4
C17H16N13O2S2Sn | ωB97M-V/def2-TZVPD

```
51
C17H16N13O2S2Sn, DFT ωB97M-V/def2-TZVPD
Sn 0.37 0.40 0.41
C 1.75 -0.02 -4.05
C 0.79 -0.17 -2.91
N 0.06 0.74 -2.40
N 0.10 2.01 -2.88
C -0.68 2.98 -2.32
N -0.58 4.17 -2.92
S -1.68 2.74 -1.01
C 0.65 -1.50 -2.27
C 1.11 -2.66 -2.88
C 0.96 -3.87 -2.23
C 0.34 -3.90 -0.99
C -0.09 -2.70 -0.45
N 0.07 -1.53 -1.06
H 1.33 -0.42 -4.98
H 2.67 -0.56 -3.84
H 2.04 1.02 -4.23
H 0.67 2.22 -3.68
H -0.03 4.33 -3.75
H -1.14 4.93 -2.57
H 1.58 -2.62 -3.85
H 1.32 -4.78 -2.69
H 0.20 -4.82 -0.45
H -0.57 -2.67 0.52
N -2.74 -0.27 -0.22
C -3.97 -0.50 0.26
C -3.85 -0.67 1.62
C -2.48 -0.53 1.88
N -1.82 -0.29 0.75
H -2.45 -0.04 -1.16
H -4.83 -0.51 -0.39
H -4.63 -0.88 2.32
H -1.94 -0.59 2.81
N -0.06 3.46 2.26
C -0.36 4.60 2.53
N -0.66 5.78 2.51
C -0.41 6.82 3.29
N -0.25 7.76 3.93
N 1.04 -2.55 3.59
C 1.40 -1.85 2.50
O 0.60 -0.92 2.13
C 2.60 -2.17 1.83
C 3.37 -3.30 2.21
N 3.94 -4.25 2.52
C 3.00 -1.32 0.78
N 3.22 -0.55 -0.05
H 1.65 -3.24 3.99
H 0.22 -2.26 4.09
O -0.89 0.69 4.59
S -0.54 2.04 4.23
N -0.40 2.21 2.70
```

Output
HOMO level = -10.7984 eV
gap between HOMO and LUMO = 6.506 eV
net charge = +1

These are the Mulliken partial charges, in e, on atoms 1 to 4:
1 Sn 0.75
2 C -1.84
3 C 0.91
4 N -0.03


# 5
C17H16N2O | ωB97M-V/def2-TZVPD

```
36
C17H16N2O, DFT ωB97M-V/def2-TZVPD
C -0.64 0.57 -3.21
C 0.73 -0.10 -3.31
C 1.57 0.10 -2.04
N 0.93 -0.49 -0.90
C 0.23 0.11 0.12
C 0.05 1.56 0.25
O 0.34 2.34 -0.64
C -0.54 2.05 1.52
C -0.35 1.43 2.75
C -0.91 1.97 3.89
C -1.65 3.13 3.83
C -1.84 3.77 2.61
C -1.27 3.24 1.47
N -0.26 -0.76 0.97
C 0.11 -1.98 0.53
C -0.14 -3.25 1.06
C 0.38 -4.33 0.39
C 1.15 -4.18 -0.78
C 1.41 -2.94 -1.32
C 0.88 -1.83 -0.66
H -1.23 0.10 -2.43
H -1.17 0.48 -4.15
H -0.53 1.62 -2.96
H 1.29 0.33 -4.15
H 0.61 -1.16 -3.51
H 2.55 -0.36 -2.17
H 1.69 1.17 -1.85
H 0.24 0.52 2.81
H -0.75 1.48 4.85
H -2.09 3.55 4.72
H -2.41 4.68 2.55
H -1.40 3.72 0.51
H -0.73 -3.36 1.95
H 0.21 -5.33 0.77
H 1.54 -5.06 -1.26
H 2.00 -2.83 -2.21
```

Output
SMILES = CCCn1c(C(=O)c2ccccc2)nc2ccccc21
HOMO level = -8.7521 eV
gap between HOMO and LUMO = 8.413 eV
net charge = 0

These are the Mulliken partial charges, in e, on atoms 1 to 4:
1 C -1.16
2 C -0.25
3 C -1.07
4 N 0.37


# 6
C17H16N2O2 | ωB97M-V/def2-TZVPD

```
37
C17H16N2O2, DFT ωB97M-V/def2-TZVPD
C 1.68 2.44 -3.16
C 2.27 2.63 -1.81
C 2.11 1.48 -0.86
O 2.51 1.61 0.29
O 1.88 0.27 -1.50
N 1.72 -0.82 -0.58
C 0.49 -0.93 -0.05
C -0.63 -0.06 -0.49
C -1.05 0.11 -1.82
C -2.12 1.01 -2.14
C -2.79 1.75 -1.14
C -2.47 1.58 0.14
C -1.39 0.71 0.51
C -1.05 0.68 1.99
C -1.41 -0.82 2.44
C -0.55 -1.97 2.05
N -0.67 -2.95 2.97
C 0.12 -4.01 2.91
C 1.22 -3.98 2.04
C 1.33 -3.00 1.06
C 0.43 -1.94 1.10
H 0.62 2.37 -3.24
H 2.14 1.57 -3.70
H 1.95 3.27 -3.70
H 1.66 3.42 -1.31
H 3.24 2.94 -1.87
H -0.84 -0.70 -2.56
H -2.61 1.09 -3.12
H -3.58 2.36 -1.46
H -2.97 2.29 0.80
H -1.59 1.41 2.53
H 0.03 0.95 2.14
H -1.49 -0.83 3.43
H -2.39 -1.20 1.99
H 0.08 -4.78 3.64
H 1.86 -4.86 2.06
H 2.23 -3.07 0.43
```

Output
SMILES = CCC(=O)O/N=C1\c2ccccc2CCc2ncccc21
HOMO level = -9.0312 eV
gap between HOMO and LUMO = 8.873 eV
net charge = 0

These are the Mulliken partial charges, in e, on atoms 1 to 4:
1 C -1.18
2 C -0.10
3 C 0.55
4 O -0.60


# 7
C17H16N2O4 | ωB97M-V/def2-TZVPD

```
39
C17H16N2O4, DFT ωB97M-V/def2-TZVPD
O 2.39 1.63 0.31
C 2.52 0.43 0.23
C 3.68 -0.27 -0.45
C 3.20 -1.16 -1.60
C 2.17 -0.44 -2.43
C 0.82 -0.74 -2.32
C -0.13 -0.02 -3.03
C 0.27 1.00 -3.87
C 1.62 1.31 -4.00
C 2.56 0.59 -3.28
N 1.64 -0.44 0.80
N 0.39 -0.01 1.24
C -0.63 -0.88 1.17
O -0.46 -2.01 0.71
C -1.98 -0.40 1.57
C -3.01 -0.81 0.73
C -4.33 -0.49 0.98
C -4.65 0.23 2.12
C -3.65 0.62 2.99
C -2.31 0.32 2.73
C -1.32 0.80 3.73
O -0.24 1.28 3.49
O -1.78 0.69 4.98
H 4.34 0.52 -0.84
H 4.24 -0.86 0.28
H 2.76 -2.09 -1.21
H 4.05 -1.43 -2.22
H 0.49 -1.54 -1.67
H -1.17 -0.27 -2.93
H -0.47 1.56 -4.43
H 1.93 2.10 -4.65
H 3.60 0.83 -3.38
H 1.62 -1.42 0.57
H 0.36 0.89 1.71
H -2.74 -1.40 -0.14
H -5.10 -0.81 0.30
H -5.68 0.48 2.33
H -3.90 1.16 3.89
H -1.12 1.04 5.60
```

Output
SMILES = O=C(CCc1ccccc1)NNC(=O)c1ccccc1C(=O)O
HOMO level = -8.8291 eV
gap between HOMO and LUMO = 8.968 eV
net charge = 0

These are the Mulliken partial charges, in e, on atoms 1 to 4:
1 O -0.66
2 C 0.50
3 C -0.72
4 C -1.32


# 8
C17H16N4O4S | ωB97M-V/def2-TZVPD

```
42
C17H16N4O4S, DFT ωB97M-V/def2-TZVPD
C 0.83 1.02 2.90
N 1.14 1.66 1.66
C 2.38 2.05 1.25
S 3.84 1.71 2.16
C 4.42 0.30 1.13
C 3.21 -0.55 0.82
O 2.73 -1.31 1.64
N 2.69 -0.32 -0.42
C 1.42 -0.66 -0.90
C 1.01 -0.10 -2.11
C -0.24 -0.37 -2.62
C -1.12 -1.19 -1.92
C -0.73 -1.72 -0.69
C 0.54 -1.47 -0.19
O -1.57 -2.49 0.06
C -2.92 -2.45 -0.36
C -2.99 -2.55 -1.88
O -2.35 -1.45 -2.48
N 2.33 2.56 0.05
N 1.07 2.52 -0.36
C 0.34 1.97 0.59
C -1.06 1.71 0.44
C -1.84 1.92 -0.67
C -3.12 1.45 -0.34
C -3.04 0.99 0.94
O -1.79 1.13 1.42
H -0.25 0.98 3.04
H 1.29 1.58 3.72
H 1.24 0.00 2.90
H 5.12 -0.24 1.76
H 4.92 0.70 0.24
H 3.16 0.36 -1.00
H 1.68 0.56 -2.65
H -0.56 0.05 -3.56
H 0.82 -1.91 0.75
H -3.42 -3.29 0.12
H -3.38 -1.51 -0.04
H -4.03 -2.53 -2.23
H -2.51 -3.49 -2.21
H -1.51 2.36 -1.59
H -3.99 1.46 -0.96
H -3.76 0.56 1.60
```

Output
SMILES = Cn1c(SCC(=O)Nc2ccc3c(c2)OCCO3)nnc1-c1ccco1
HOMO level = -7.7862 eV
gap between HOMO and LUMO = 8.404 eV
net charge = 0

These are the Mulliken partial charges, in e, on atoms 1 to 4:
1 C -0.87
2 N 0.12
3 C 0.25
4 S -0.21